(1)
119
Properties=species:S:1:pos:R:3:forces:R:3:lowdin_charge:R:1 method="wB97M-V/def2-TZVPD" smiles="C#C[C@@H](OCC)[C@](CCCF)(C[C@H](C)Cl)O[C@](CCCCOC=O)(c1ccccn1)P(C)C.COCCNCCOC.COCCNCCOC" total_energy_ev=-84826.22432 e_homo_ev=-7.4
C 0.8749 -3.3327 2.9648 -2.5208 8.3189 -5.3955 0.096
C 0.4010 -2.2381 2.1833 3.3148 -7.3697 5.1569 -0.021
C -0.1017 -0.8685 1.3560 0.7842 -0.6806 2.4715 -0.173
O 1.0800 0.0546 1.4551 -1.6412 -1.4472 1.0429 -0.219
C 1.5039 0.2078 2.8554 1.5975 2.0627 0.9699 -0.236
C 2.2028 1.7244 2.9509 0.7047 -0.8516 -1.1204 -0.093
C -0.5738 -1.1963 -0.1571 2.2716 -1.8446 -0.6684 -0.325
C -0.9774 -2.8145 -0.2958 -0.5555 -0.1485 -0.3928 -0.128
C -1.6840 -3.1284 -1.7792 0.2698 -1.0517 1.0200 -0.148
C -1.9501 -4.7757 -1.8003 0.4769 0.5545 -1.0511 -0.137
F -3.3622 -5.1412 -1.4979 2.7842 0.7717 -0.4808 -0.158
C 0.7394 -0.8627 -1.1450 -1.4130 -0.5673 -1.1196 -0.126
C 2.0170 -1.8420 -0.9602 1.5885 2.3594 -0.5818 -0.605
C 3.3570 -0.9516 -1.4234 -0.1853 -0.8915 1.6250 -0.148
Cl 1.9789 -3.2751 -2.1941 -0.1698 1.0146 1.4017 0.500
O -1.6358 -0.4533 -0.7647 -0.1158 0.7751 1.7651 -0.173
C -2.6911 0.1042 0.0280 -2.0034 1.1830 0.6234 -0.487
C -2.4329 1.5585 0.7282 0.0907 0.7682 0.8266 -0.175
C -2.1053 2.8030 -0.2842 0.3645 0.5975 0.1638 -0.194
C -0.7083 2.6785 -1.1314 -0.2024 1.2370 0.1165 -0.142
C 0.5453 2.9985 -0.1133 0.1495 -0.3274 -0.4391 -0.163
O 1.2570 4.2136 -0.6330 3.0491 -2.0935 -1.7562 -0.159
C 2.4477 3.8004 -1.4238 5.8560 1.5929 2.6647 -0.134
O 3.7217 4.0202 -0.9942 -8.8440 -1.2901 -2.5932 -0.062
C -3.5123 -0.9811 1.0093 -0.4748 -0.2256 1.5669 -0.177
C -3.6049 -0.5967 2.5835 -2.5225 -4.3429 -0.5375 -0.005
C -4.4637 -1.6722 3.5355 1.0556 -0.7168 -6.2850 -0.014
C -5.0449 -2.9368 2.6215 0.9906 1.7168 -0.3046 -0.052
C -4.8702 -3.1159 1.0163 1.7184 3.3595 2.6067 -0.070
N -4.0949 -2.1163 0.2362 -0.8690 0.0736 5.8378 0.024
P -4.0813 0.4674 -1.3105 -0.6887 -2.2156 -0.7438 0.934
C -3.3095 1.0717 -2.9451 0.6047 1.7023 -0.6242 -0.305
C -5.4125 1.6381 -0.6191 -0.4261 1.8155 -0.4356 -0.320
H 1.5632 -4.0093 3.6351 -1.9192 1.6833 -1.7654 0.044
H -0.8964 -0.4037 2.0762 1.0826 -1.0786 -1.6323 0.121
H 0.6152 0.2004 3.6208 1.5653 -0.4129 -1.5862 0.133
H 2.3873 -0.5376 3.1544 -2.3548 1.2545 -0.7575 0.138
H 2.9227 1.8002 3.8844 -1.8083 -0.0782 -1.7652 0.087
H 1.4233 2.5932 2.8720 1.5171 -1.7175 0.3974 0.068
H 2.9195 1.7968 1.9993 -1.5542 -0.0322 2.0230 0.090
H -0.0573 -3.5306 -0.2372 -1.4501 1.6671 0.0199 0.087
H -1.7000 -3.1502 0.5936 1.4703 0.9137 -2.0422 0.127
H -2.6757 -2.5319 -1.9495 1.9250 -1.2494 0.4099 0.104
H -0.9025 -2.9122 -2.6300 -1.5825 -0.3800 1.6825 0.086
H -1.2329 -5.3259 -1.0531 -1.7141 1.0326 -1.2326 0.120
H -1.6791 -5.1621 -2.8943 -1.0095 0.6376 2.3920 0.125
H 1.0065 0.3010 -1.1374 -0.4040 -2.7906 0.4312 0.106
H 0.3156 -1.0523 -2.2457 0.9409 0.3760 2.3642 0.126
H 2.2573 -2.2042 0.1231 -0.9716 0.3400 -2.1462 0.110
H 4.2814 -1.5503 -0.9673 -1.7981 1.3872 -1.4403 0.092
H 3.4229 -0.8067 -2.5833 -0.1429 -0.2401 2.3974 0.085
H 3.2863 0.0502 -0.8094 0.2163 -1.8021 -1.4540 0.078
H -3.4253 1.8733 1.3140 2.1295 -0.8815 -1.3504 0.110
H -1.5850 1.5784 1.5501 -1.4553 -0.2526 -1.5574 0.109
H -2.9810 3.1030 -1.0109 1.6645 -0.9399 1.5059 0.078
H -1.9617 3.7564 0.4228 -0.3274 -2.0237 -1.5063 0.132
H -0.7199 3.5790 -1.9158 0.0713 -1.8837 1.7493 0.130
H -0.5895 1.7070 -1.7696 -0.2783 1.6703 1.5853 0.091
H 0.2046 3.3015 0.9840 0.6428 -0.7521 -2.4985 0.135
H 1.3604 2.1610 -0.0590 -1.8673 1.3041 0.1697 0.100
H 2.3787 3.3018 -2.5057 -0.5938 1.0167 2.4491 0.170
H -3.1346 0.3349 3.1219 -0.9155 -1.9970 -1.5850 0.093
H -4.5987 -1.5644 4.6914 0.2224 -0.3289 -2.5546 0.085
H -5.6421 -3.7841 3.1988 1.3663 2.0163 -1.3817 0.081
H -5.3548 -4.0446 0.4505 1.3287 2.3663 1.3309 0.120
H -3.3325 2.2519 -2.9868 0.1240 -2.1974 -0.2124 0.021
H -3.8967 0.6370 -3.8680 1.0437 0.8063 2.0524 0.058
H -2.1907 0.7439 -3.0464 -2.1563 0.4680 0.3719 0.049
H -5.1832 2.7396 -0.9974 -0.5516 -1.9706 1.0508 0.034
H -5.4975 1.6340 0.5658 0.1371 -0.1497 -2.6693 0.061
H -6.4453 1.3437 -1.1406 2.3322 0.4474 1.4007 0.059
C 6.1664 -8.1933 2.9992 -0.3331 0.1263 -0.0073 -0.115
O 5.2594 -7.9750 4.0710 0.5437 -0.0926 0.0343 -0.202
C 5.9009 -7.9685 5.3520 -0.5435 0.3719 0.3167 -0.205
C 5.8377 -6.5649 5.9732 0.3521 -0.2116 -0.6778 -0.206
N 6.7099 -5.6277 5.2537 -0.2793 -0.0864 0.1525 -0.057
C 6.5146 -4.2290 5.6457 -0.0418 -0.0349 -0.4292 -0.197
C 5.1510 -3.5906 5.3128 0.4751 0.4201 0.0010 -0.216
O 4.9104 -3.4434 3.9116 -0.2406 -0.3078 0.5283 -0.184
C 4.3331 -4.5835 3.2919 0.1700 0.3659 -0.3551 -0.112
H 5.5865 -8.3049 2.0792 -0.0147 0.0192 0.1830 0.090
H 6.8370 -7.3367 2.8793 0.1702 -0.1188 -0.0384 0.078
H 6.7469 -9.1058 3.1570 0.0849 0.0366 -0.0207 0.086
H 6.9312 -8.3408 5.3031 -0.0781 0.1823 -0.1491 0.121
H 5.3335 -8.6555 5.9901 0.0617 0.0564 -0.0204 0.119
H 6.1525 -6.6185 7.0193 0.0173 0.0341 -0.0264 0.120
H 4.7951 -6.2319 5.9413 -0.1515 -0.1738 0.1498 0.100
H 6.5330 -5.7090 4.2539 0.0609 -0.0105 0.3159 0.070
H 7.2917 -3.6505 5.1314 -0.1716 0.0340 0.0897 0.118
H 6.7086 -4.1265 6.7202 -0.1053 -0.0698 -0.0649 0.116
H 5.1649 -2.5720 5.7192 0.0130 -0.0885 -0.0957 0.119
H 4.3156 -4.0973 5.8060 -0.0215 -0.1793 -0.1289 0.106
H 3.6835 -5.1463 3.9686 0.1338 -0.0720 0.0702 0.081
H 5.1179 -5.2285 2.8911 -0.1574 -0.2564 0.0555 0.073
H 3.7322 -4.2413 2.4445 0.0583 0.0599 0.0956 0.075
C -4.7181 5.0090 -3.5652 0.2189 0.1821 0.1929 -0.117
O -3.2984 4.9492 -3.5705 -0.3408 -0.2545 -0.2887 -0.222
C -2.7681 4.3915 -4.7789 0.7002 0.3376 0.0077 -0.216
C -2.0007 5.4626 -5.5689 -0.7755 0.0267 0.2083 -0.202
N -2.9171 6.4598 -6.1368 0.2588 -0.1334 0.1553 -0.057
C -2.2341 7.6296 -6.6962 -0.2797 0.1643 0.2808 -0.198
C -1.4742 8.5378 -5.7085 -0.2271 0.3186 -0.4599 -0.216
O -2.3235 9.2222 -4.7848 0.4520 -0.4705 -0.0673 -0.181
C -2.6245 8.4864 -3.6078 -0.2049 0.3766 -0.0226 -0.101
H -5.0422 5.3287 -2.5714 0.1406 -0.0334 -0.0803 0.089
H -5.0772 5.7419 -4.2946 -0.1542 -0.1275 -0.0535 0.079
H -5.1523 4.0278 -3.7736 -0.0738 0.0053 -0.0754 0.081
H -3.5428 3.9166 -5.3928 -0.0282 0.2140 0.0898 0.125
H -2.0614 3.6094 -4.4793 -0.0323 0.0319 -0.0610 0.105
H -1.4434 4.9835 -6.3791 -0.0270 0.0303 -0.0092 0.121
H -1.2851 5.9327 -4.8864 0.1782 -0.1887 0.0926 0.101
H -3.5553 6.7777 -5.4093 0.2047 -0.1187 -0.2173 0.070
H -3.0061 8.2361 -7.1854 0.1803 0.0164 0.0645 0.118
H -1.5477 7.3013 -7.4861 0.0044 -0.0291 0.1372 0.116
H -0.9888 9.3226 -6.3013 -0.0979 -0.0533 0.0760 0.119
H -0.6662 8.0136 -5.1886 -0.1225 -0.1038 0.1483 0.107
H -1.8122 7.8162 -3.3115 -0.0639 -0.0385 -0.0996 0.089
H -3.5518 7.9260 -3.7444 0.0522 -0.2178 0.1575 0.068
H -2.7948 9.1995 -2.7961 0.0705 -0.0060 -0.1309 0.089



(2)
116
Properties=species:S:1:pos:R:3:forces:R:3:lowdin_charge:R:1 method="wB97M-V/def2-TZVPD" total_energy_ev=-72101.32201 e_homo_ev=-3.1 total_charge=-1 relative_energy_kj_mol=1.4
Na 0.0848 0.1524 -0.7117 0.3446 -0.1823 0.0221 0.134
N -0.2371 -0.0121 2.8471 0.1581 -0.1944 0.0986 0.025
C 0.0020 -1.4258 3.1174 0.1329 0.1575 -0.0756 -0.281
C 0.2780 -2.2383 1.8500 0.0627 0.0194 -0.0290 -0.234
N 1.1246 -1.5472 0.8883 0.0860 0.1108 0.1741 -0.064
C 2.4971 -1.2568 1.3043 -0.1341 -0.0862 -0.0294 -0.212
C 2.8907 0.1863 1.0145 -0.3630 0.0529 -0.1135 -0.262
N 2.5295 0.4876 -0.3695 0.0772 0.0366 -0.0224 0.012
H -0.6681 0.1679 1.9397 0.0070 0.0108 -0.1743 -0.011
H -0.8283 0.4089 3.5500 -0.0160 -0.0326 0.0698 0.045
H 0.8577 -1.5164 3.7966 0.0395 0.0323 0.0222 0.091
H -0.8332 -1.9203 3.6290 0.1190 0.0257 0.0847 0.080
H 0.6959 -3.2071 2.1712 0.0143 -0.0516 0.0084 0.112
H -0.6684 -2.4428 1.3442 0.1000 0.0476 -0.0339 0.054
H 1.1234 -2.0124 -0.0122 -0.0158 -0.1183 0.0179 0.092
H 2.6127 -1.4556 2.3716 -0.0148 0.0380 0.0265 0.108
H 3.1983 -1.9159 0.7866 0.1108 -0.1753 -0.1090 0.106
H 2.2977 0.8278 1.6712 -0.0046 0.0932 -0.0217 0.089
H 3.9530 0.3300 1.2518 0.0489 -0.0394 -0.0217 0.101
H 2.8335 1.3908 -0.7060 0.1020 -0.0379 0.1052 0.062
H 2.8232 -0.2315 -1.0245 0.0069 0.0639 0.0224 0.058
C -5.1447 -3.1034 -1.5782 -0.0910 -0.0188 -0.0299 -0.095
C -3.7125 -3.2148 -1.0485 0.0086 -0.0460 -0.0640 -0.710
C -3.5636 -4.5403 -0.2966 -0.0009 -0.0810 0.0205 -0.114
C -2.7448 -3.2509 -2.2439 -0.0258 -0.0409 -0.0468 -0.112
P -3.0560 -1.8106 0.0236 0.0241 0.1647 -0.0548 1.148
C -3.8915 -0.4068 -0.8553 0.0200 0.1236 0.0594 -0.328
N -3.3481 0.9106 -0.6014 -0.0542 0.0841 -0.0665 -0.052
B -2.0136 1.3088 -0.0973 -0.4631 0.3885 -0.0530 -0.353
N -2.1309 2.7840 -0.2265 -0.0702 0.0579 0.0394 -0.058
C -1.1297 3.7902 0.0693 -0.1782 -0.1165 0.0478 -0.321
P -0.1232 3.4644 1.6009 -0.0178 -0.1357 -0.0847 1.140
C -1.2888 4.0446 2.9692 -0.0313 -0.0124 0.0148 -0.701
C -1.6133 5.5360 3.0268 -0.0559 0.0496 0.0222 -0.099
C -0.6818 3.6006 4.3074 0.0286 -0.0290 0.0547 -0.115
C -2.6068 3.2717 2.7932 -0.0314 0.0122 0.0512 -0.093
C 1.1805 4.8104 1.3344 0.0509 0.0237 -0.0356 -0.714
C 1.9243 5.0692 2.6467 0.0402 0.0129 0.0420 -0.116
C 2.1876 4.1731 0.3605 0.0122 0.0142 -0.0388 -0.125
C 0.7242 6.1476 0.7429 0.0166 0.0688 -0.0275 -0.097
C -3.3556 3.1721 -0.7520 0.1651 0.0042 0.0707 -0.197
C -3.8868 4.4186 -1.0479 -0.0687 -0.0492 -0.0307 -0.034
C -5.1806 4.4927 -1.5786 0.0643 -0.0381 0.0283 -0.130
C -5.9182 3.3434 -1.8168 0.0579 -0.0537 0.0220 -0.129
C -5.3859 2.0814 -1.5269 0.0064 0.0676 0.0100 -0.029
C -4.1116 2.0043 -0.9866 0.0763 -0.1876 0.0502 -0.190
C -4.0211 -1.8218 1.6430 -0.0190 0.0205 0.0743 -0.689
C -3.3154 -2.7813 2.6094 0.0042 -0.0335 0.0170 -0.104
C -3.8918 -0.4042 2.2245 -0.0944 0.0307 0.0381 -0.105
C -5.5035 -2.1828 1.5680 -0.0644 0.0207 0.0710 -0.100
H -5.3503 -3.9632 -2.2278 0.0017 0.0279 0.0212 0.081
H -5.8898 -3.1066 -0.7812 0.0764 -0.0080 -0.1149 0.055
H -5.2944 -2.2053 -2.1801 0.0213 -0.0333 0.0177 0.073
H -3.6975 -5.3723 -0.9988 0.0066 0.0393 0.0373 0.082
H -2.5680 -4.6373 0.1495 -0.0572 0.0124 -0.0351 0.077
H -4.3073 -4.6545 0.4968 0.0709 0.0042 -0.0812 0.058
H -3.0645 -4.0262 -2.9512 0.0238 0.0324 0.0382 0.085
H -2.6893 -2.3039 -2.7869 -0.0113 -0.0215 0.0377 0.068
H -1.7334 -3.4871 -1.9093 0.0027 0.0195 -0.0073 0.059
H -3.8535 -0.6281 -1.9268 0.0570 -0.0150 -0.0679 0.086
H -4.9519 -0.4188 -0.5808 -0.0569 0.0025 -0.0105 0.073
H -0.4210 3.8845 -0.7594 0.0428 -0.0047 -0.0448 0.086
H -1.6124 4.7632 0.1648 -0.0624 0.0663 0.0273 0.061
H -0.7469 6.1394 3.3053 -0.0559 -0.0356 -0.0031 0.058
H -2.0003 5.9068 2.0741 0.0077 -0.0259 0.0376 0.073
H -2.3902 5.7081 3.7824 0.0336 -0.0078 -0.0289 0.082
H 0.2717 4.0871 4.5234 -0.0690 -0.0228 -0.0157 0.056
H -1.3757 3.8430 5.1218 0.0321 -0.0044 -0.0399 0.080
H -0.5113 2.5206 4.3142 0.0229 0.0799 -0.0166 0.059
H -3.1957 3.6446 1.9538 0.0297 -0.0087 0.0086 0.080
H -2.4381 2.2046 2.6231 0.0099 0.0600 0.0045 0.055
H -3.2034 3.3894 3.7073 0.0186 -0.0073 -0.0564 0.086
H 2.2469 4.1327 3.1122 -0.0237 0.0427 -0.0289 0.079
H 2.8184 5.6721 2.4477 -0.0279 -0.0208 0.0053 0.080
H 1.3122 5.6167 3.3665 0.0462 -0.0347 -0.0448 0.057
H 2.5892 3.2429 0.7697 -0.0190 0.0307 0.0055 0.055
H 1.7392 3.9498 -0.6119 0.0196 0.0033 0.0647 0.074
H 3.0211 4.8655 0.1924 -0.0317 -0.0318 -0.0027 0.081
H 0.0844 6.7079 1.4248 0.0356 -0.0379 -0.0539 0.058
H 1.6052 6.7676 0.5329 -0.0383 -0.0195 0.0225 0.080
H 0.1877 6.0228 -0.2000 0.0514 -0.0033 0.0415 0.071
H -3.3154 5.3252 -0.8929 -0.0019 0.0096 0.0006 0.092
H -5.6020 5.4620 -1.8172 0.0049 -0.0047 0.0025 0.085
H -6.9121 3.4189 -2.2420 0.0129 -0.0029 0.0072 0.085
H -5.9590 1.1855 -1.7329 0.0051 0.0195 -0.0005 0.094
H -2.2638 -2.5088 2.7227 -0.3023 -0.0952 -0.0536 0.030
H -3.7892 -2.7209 3.5972 0.0197 -0.0058 -0.0369 0.086
H -3.3611 -3.8216 2.2800 -0.0100 0.0647 0.0187 0.062
H -2.8550 -0.0570 2.2146 -0.1026 -0.0682 -0.0010 0.035
H -4.4780 0.3268 1.6600 0.0410 -0.0771 0.0574 0.083
H -4.2565 -0.4118 3.2604 0.0150 0.0067 -0.0509 0.087
H -5.6619 -3.2295 1.3004 0.0072 0.0658 0.0390 0.059
H -5.9621 -2.0223 2.5518 0.0183 -0.0061 -0.0293 0.082
H -6.0446 -1.5583 0.8529 0.0259 -0.0223 0.0501 0.071
C 1.3579 -3.7961 -2.6164 0.0617 0.0139 0.0647 -0.104
N 2.3402 -2.7376 -2.4358 -0.1363 0.0122 0.0714 -0.267
C 3.6632 -3.3152 -2.3082 0.0006 0.0716 0.1249 -0.138
C 2.3346 -1.8145 -3.5791 -0.0411 0.0324 -0.0336 -0.205
C 0.9989 -1.1994 -3.9792 -0.1212 -0.0532 -0.0919 -0.292
C 0.6550 -1.3833 -5.3222 -0.1150 -0.0040 0.0496 -0.097
C -0.5128 -0.8409 -5.8462 0.0423 -0.0070 0.0350 -0.136
C -1.3355 -0.1091 -5.0046 0.0336 -0.0162 0.0635 -0.136
C -0.9769 0.0557 -3.6657 -0.0288 0.0271 0.0848 -0.177
C 0.1916 -0.4662 -3.0741 0.2575 -0.2814 -0.2142 -0.078
H 1.5848 -4.4212 -3.4999 -0.0199 0.0320 -0.0090 0.088
H 0.3724 -3.3570 -2.7484 -0.0284 0.0298 -0.0146 0.060
H 1.3423 -4.4501 -1.7374 0.0361 0.0844 -0.0473 0.081
H 3.9579 -3.8804 -3.2111 0.0004 0.0001 -0.0220 0.079
H 3.7010 -4.0008 -1.4586 -0.0252 0.0292 0.0208 0.076
H 4.4051 -2.5275 -2.1504 -0.0346 -0.0222 -0.0005 0.077
H 2.7360 -2.3634 -4.4520 0.0170 0.0585 -0.0542 0.101
H 3.0570 -1.0188 -3.3633 -0.0064 0.0033 0.1096 0.109
H 1.3042 -1.9666 -5.9706 0.0077 -0.0069 -0.0297 0.086
H -0.7713 -0.9910 -6.8880 0.0005 -0.0045 -0.0276 0.080
H -2.2528 0.3311 -5.3852 -0.0033 0.0064 0.0038 0.084
H -1.6628 0.6443 -3.0484 0.0414 -0.0400 -0.0259 0.062